Entry 1:
DFT (ωB97M-V/def2-TZVPD) results for the molecule CH4N2O at a distorted geometry.

```
8
Properties=species:S:1:pos:R:3:forces:R:3:nbo_charge:R:1
C 0.3285 0.0028 -0.4445 -0.06 -0.13 -0.37 0.350
N -0.7584 0.7893 0.0293 -0.14 1.23 0.22 -0.509
N -0.7774 -0.6645 0.2262 -2.15 -0.55 -0.72 -0.516
O 1.6072 0.0000 0.1210 -1.03 -0.06 -0.46 -0.693
H 0.4749 -0.1013 -1.5241 -0.45 0.33 0.30 0.168
H -0.7251 1.2578 0.9448 0.87 -0.36 -0.52 0.356
H -1.6892 -0.9049 -0.3440 2.98 -0.21 0.80 0.365
H 1.5395 -0.3793 0.9914 -0.03 -0.23 0.75 0.480
```
Positions in Å, forces in eV/Å.

## Properties
- relative energy (zero: lowest compared OMol25 entry of this formula, charge and spin) (eV) = 3.401
- E_LUMO (eV) = 1.09

Entry 2:
DFT (ωB97M-V/def2-TZVPD) results for the molecule CH4N2O at a distorted geometry.

```
8
Properties=species:S:1:pos:R:3:forces:R:3:nbo_charge:R:1
C 0.1918 0.4441 0.6809 -0.24 0.85 -2.42 0.390
N 0.4982 1.6393 0.9431 -0.19 -0.81 0.10 -0.667
N -0.7065 -1.1093 -0.9723 0.53 0.30 1.26 -0.510
O -0.2812 0.2112 -0.5982 -0.44 1.75 -0.26 -0.413
H 0.3153 -0.5093 1.1028 0.30 -1.03 1.73 0.144
H 0.9513 1.7764 1.8412 -0.18 -0.31 0.04 0.355
H 0.2050 -1.5134 -1.1340 -0.11 -0.74 -0.68 0.338
H -1.1738 -0.9390 -1.8635 0.33 -0.01 0.24 0.362
```
Positions in Å, forces in eV/Å.

## Properties
- relative energy (zero: lowest compared OMol25 entry of this formula, charge and spin) (eV) = 3.466
- E_LUMO (eV) = 0.99